Entry from the Open Molecules 2025 dataset: H2N2 in the gas phase at a distorted geometry (wB97M-V/def2-TZVPD).

Each line ends with the natural charge from an NBO analysis.
Cartesian coordinates (Å):
H1 -1.012 -0.143 -0.869  0.276
N1 -0.215 0.384 -0.429  -0.269
N2 0.325 -0.175 0.467  -0.263
H2 0.237 -1.319 0.602  0.256

Force components x, y, z for each atom (eV/Å):
0.79 -0.22 -0.35
-2.94 1.19 -1.73
3.05 -3.64 2.58
-0.91 2.67 -0.50

Results
Multiplicity: 1
SMILES: [H]/N=N\[H]
Total energy, eV: -3010.248
HOMO-LUMO gap, eV: 10.0

---

Entry from the Open Molecules 2025 dataset: 2 unconnected molecules or ions with the total composition H2N2O2 at a distorted geometry (wB97M-V/def2-TZVPD).

Each line ends with the natural charge from an NBO analysis.
Cartesian coordinates (Å):
N1 -1.359 -1.115 -0.538  -0.286
N2 -0.870 -0.095 -0.702  0.153
O1 1.048 1.420 0.616  -0.402
O2 0.635 0.134 0.622  -0.281
H1 -1.113 -1.843 0.137  0.368
H2 1.659 1.499 -0.135  0.447

Force components x, y, z for each atom (eV/Å):
-1.24 -0.95 -0.71
1.15 1.22 0.52
0.03 0.62 -0.03
-0.51 -0.69 -0.53
0.59 -0.01 0.64
-0.02 -0.19 0.12

Results
Multiplicity: 1
Total energy, eV: -7101.597
HOMO-LUMO gap (alpha / beta), eV: 10.0 / 8.4

---

Entry from the Open Molecules 2025 dataset: 2 unconnected molecules or ions with the total composition H2N2O2S at a distorted geometry (wB97M-V/def2-TZVPD).

Each line ends with the natural charge from an NBO analysis.
Cartesian coordinates (Å):
N1 -0.460 0.082 0.885  -0.368
N2 -0.694 0.883 -0.343  -0.647
O1 1.640 -0.141 -0.850  -0.835
O2 -0.386 -1.456 -1.226  -0.869
S1 0.343 -0.447 -0.479  2.284
H1 1.259 0.172 2.435  0.028
H2 -1.702 0.906 -0.422  0.405

Atoms 1-6, force components in eV/Å:
1.17 -0.08 -1.02
1.18 -0.64 1.93
2.79 0.71 0.32
1.06 0.03 1.32
-5.81 -0.21 -1.76
-0.10 0.09 -0.09

Results
Multiplicity: 1
Total energy, eV: -17935.179
HOMO-LUMO gap (alpha / beta), eV: 9.0 / 10.2

---

Entry from the Open Molecules 2025 dataset: H2N2O2S in the gas phase at a distorted geometry (wB97M-V/def2-TZVPD).

Each line ends with the natural charge from an NBO analysis.
Cartesian coordinates (Å):
O1 -0.745 -0.118 -1.915  -0.391
N1 -0.446 0.272 -0.805  0.618
O2 -0.951 1.252 -0.286  -0.395
N2 0.378 -0.500 -0.013  -0.620
S1 0.967 0.196 1.401  0.238
H1 0.957 -1.234 -0.486  0.431
H2 -0.160 0.133 2.105  0.118

Atoms 1-6, force components in eV/Å:
0.92 -0.65 0.05
-1.64 0.82 -0.49
0.65 -0.36 0.19
0.85 -0.94 -0.35
0.64 0.09 0.09
-1.15 1.19 0.34

Results
Multiplicity: 1
SMILES: O=[N+]([O-])NS
Total energy, eV: -17938.855
HOMO-LUMO gap, eV: 10.4

---

Entry from the Open Molecules 2025 dataset: 2 unconnected molecules or ions with the total composition H2N2O3 at a distorted geometry (wB97M-V/def2-TZVPD).

Each line ends with the natural charge from an NBO analysis.
Cartesian coordinates (Å):
O1 -1.176 1.506 0.067  -0.407
N1 -1.399 0.329 0.152  0.313
N2 -0.910 -0.690 -0.041  0.389
O2 -1.002 -1.861 0.036  -0.308
O3 1.536 0.034 0.227  -0.938
H1 1.819 -0.228 -0.610  0.472
H2 1.132 0.910 0.169  0.480

Atoms 1-6, force components in eV/Å:
-0.01 1.73 0.18
-0.28 1.59 -0.10
-0.18 -1.66 0.06
0.38 -1.88 -0.10
-0.89 0.67 2.40
0.73 -0.43 -2.22

Results
Multiplicity: 1
SMILES: O=NN=O.O
Total energy, eV: -9149.318
HOMO-LUMO gap, eV: 9.0

---

Entry from the Open Molecules 2025 dataset: H2N2O3 in the gas phase at a distorted geometry (wB97M-V/def2-TZVPD).

Each line ends with the natural charge from an NBO analysis.
Cartesian coordinates (Å):
O1 -0.853 1.957 0.162  -0.417
N1 -0.933 0.794 0.555  0.227
N2 -0.261 -0.175 0.121  0.284
O2 -0.374 -1.442 0.635  -0.464
O3 0.942 -0.195 -0.893  -0.627
H1 0.544 -1.629 0.896  0.489
H2 0.934 0.691 -1.476  0.507

Atoms 1-6, force components in eV/Å:
0.73 -1.52 -0.43
-1.02 0.72 1.08
2.38 0.01 -2.50
0.26 1.13 -0.40
-1.66 2.35 -0.16
-0.13 -0.18 0.18

Results
Multiplicity: 1
SMILES: O=NN(O)O
Total energy, eV: -9148.575
HOMO-LUMO gap, eV: 9.9

---

Entry from the Open Molecules 2025 dataset: H2N2O3 in the gas phase at a distorted geometry (wB97M-V/def2-TZVPD).

Each line ends with the Löwdin spin population.
Cartesian coordinates (Å):
N1 0.745 0.346 0.829  0.272
N2 -0.847 -0.625 -0.753  0.471
O1 -0.981 -1.380 0.152  0.398
O2 -1.243 -0.617 -1.824  0.366
O3 0.082 0.626 -0.341  0.466
H1 1.683 0.328 0.614  0.020
H2 0.561 1.323 1.323  0.007

Atoms 1-6, force components in eV/Å:
-3.50 5.74 -0.31
-3.70 -0.49 2.77
1.29 -2.93 4.29
-0.67 0.85 -8.38
3.09 0.69 2.43
2.99 -0.94 -0.57

Results
Multiplicity: 3
<S²>: 2.010
Total energy, eV: -9144.209
HOMO-LUMO gap (alpha / beta), eV: 6.3 / 6.5

---

Entry from the Open Molecules 2025 dataset: a molecular structure, H2N2O3S at a distorted geometry (wB97M-V/def2-TZVPD).

Each line ends with the natural charge from an NBO analysis.
Cartesian coordinates (Å):
N1 0.410 -0.760 -0.482  -0.508
N2 1.057 0.280 0.094  0.189
O1 -1.350 1.130 -0.586  -0.929
O2 -1.842 -0.418 1.162  -0.855
O3 2.169 0.630 0.688  -0.347
S1 -1.782 -0.245 -0.302  1.684
H1 0.937 -1.632 -0.503  0.373
H2 0.401 1.015 -0.072  0.393

Atoms 1-6, force components in eV/Å:
3.99 2.03 1.99
1.18 -1.70 -0.35
-0.95 -0.88 -0.77
-0.42 -0.71 -2.32
-3.82 -2.70 -2.45
0.45 2.18 3.15

Results
Multiplicity: 1
Total energy, eV: -19986.112
HOMO-LUMO gap (alpha / beta), eV: 9.9 / 9.9

---

Entry from the Open Molecules 2025 dataset: H2N2O3S in the gas phase at a distorted geometry (wB97M-V/def2-TZVPD).

Each line ends with the natural charge from an NBO analysis.
Cartesian coordinates (Å):
N1 -0.238 -0.940 0.512  -0.175
N2 -1.113 0.138 -0.043  0.612
O1 -1.995 -0.335 -0.693  -0.365
O2 -0.958 1.291 0.254  -0.350
O3 0.990 -0.390 0.860  -0.488
S1 1.960 0.284 -0.358  0.269
H1 -0.214 -1.622 -0.313  0.373
H2 1.567 1.574 -0.217  0.123

Atoms 1-6, force components in eV/Å:
0.08 0.87 -1.44
-0.12 -0.58 0.55
-0.70 -0.21 -0.66
0.63 -0.49 0.22
0.01 -0.38 0.00
-0.28 -0.02 0.07

Results
Multiplicity: 1
Total energy, eV: -19984.410
HOMO-LUMO gap, eV: 10.2

---

Entry from the Open Molecules 2025 dataset: 2 unconnected molecules or ions with the total composition H2N2O3S at a distorted geometry (wB97M-V/def2-TZVPD).

Each line ends with the natural charge from an NBO analysis.
Cartesian coordinates (Å):
N1 0.115 0.393 0.130  -1.037
N2 2.010 -2.106 0.655  0.405
O1 2.496 -2.669 -0.292  -0.339
O2 1.734 -2.508 1.752  -0.372
O3 2.551 0.782 -0.466  -0.850
S1 1.731 0.370 0.643  1.345
H1 -0.490 -0.013 0.825  0.425
H2 0.067 0.611 -0.814  0.422

Atoms 1-6, force components in eV/Å:
3.21 0.05 2.97
0.29 1.44 -0.33
-0.39 0.15 0.66
-0.03 -0.50 -0.13
0.20 0.40 -0.57
-1.38 -1.55 0.08

Results
Multiplicity: 1
Total energy, eV: -19985.578
HOMO-LUMO gap (alpha / beta), eV: 8.4 / 7.0

---

Entry from the Open Molecules 2025 dataset: H2N2O3S in the gas phase at a distorted geometry (wB97M-V/def2-TZVPD).

Each line ends with the Löwdin spin population.
Cartesian coordinates (Å):
N1 -1.414 0.428 0.135  0.147
N2 0.977 -0.896 -0.406  0.446
O1 0.746 -1.685 0.461  0.486
O2 1.481 -1.040 -1.469  0.488
O3 0.845 1.741 -0.616  0.225
S1 0.569 0.737 0.369  0.200
H1 -1.515 -0.416 0.602  0.004
H2 -1.690 1.131 0.924  0.003

Atoms 1-6, force components in eV/Å:
2.62 4.19 1.36
-0.61 0.76 -0.68
-1.29 -2.98 4.20
1.82 0.91 -3.51
0.08 0.55 -0.10
-2.48 0.36 -0.56

Results
Multiplicity: 3
<S²>: 2.021
Total energy, eV: -19981.933
HOMO-LUMO gap (alpha / beta), eV: 7.1 / 6.8

---

Entry from the Open Molecules 2025 dataset: 3 unconnected molecules or ions with the total composition H2N2O3S2 at a distorted geometry (wB97M-V/def2-TZVPD).

Each line ends with the natural charge from an NBO analysis.
Cartesian coordinates (Å):
N1 0.848 -2.261 -0.973  0.004
N2 -0.944 -1.702 0.823  0.354
O1 1.426 -3.379 -0.976  -0.548
O2 -1.700 -2.249 0.042  -0.495
O3 0.281 -1.769 0.741  -0.380
S1 2.058 -0.961 -1.261  -0.079
S2 -1.926 0.829 2.036  -1.059
H1 0.961 -0.040 -1.415  0.128
H2 -1.099 0.936 1.055  0.075

Atoms 1-6, force components in eV/Å:
0.51 -2.79 -1.38
-2.51 0.16 2.00
-0.80 1.41 0.44
0.70 -0.40 -0.92
2.00 -0.32 -0.65
-1.33 2.07 -0.16

Results
Multiplicity: 1
Total charge: -2
Total energy, eV: -30818.542
HOMO-LUMO gap, eV: 4.5

---

Entry from the Open Molecules 2025 dataset: 2 unconnected molecules or ions with the total composition H2N2O4S at a distorted geometry (wB97M-V/def2-TZVPD).

Each line ends with the natural charge from an NBO analysis.
Cartesian coordinates (Å):
N1 2.688 0.242 0.470  0.394
N2 0.846 0.197 1.106  -0.918
O1 2.930 -0.636 -0.245  -0.167
O2 -2.044 -1.284 -0.507  -0.430
O3 -0.639 1.288 -0.514  -0.895
O4 -1.166 -1.009 0.519  -0.414
S1 0.117 -0.157 -0.165  1.474
H1 -2.735 -0.542 -0.373  0.470
H2 0.004 1.901 -0.292  0.487

Atoms 1-6, force components in eV/Å:
-1.41 -2.69 -1.16
3.26 0.07 -0.01
-0.39 2.33 1.84
-2.95 1.28 -0.88
-2.87 -2.78 -1.46
1.52 0.94 0.53

Results
Multiplicity: 1
Total energy, eV: -22029.409
HOMO-LUMO gap (alpha / beta), eV: 8.3 / 8.3

---

Entry from the Open Molecules 2025 dataset: 2 unconnected molecules or ions with the total composition H2N2O4S at a distorted geometry (wB97M-V/def2-TZVPD).

Each line ends with the natural charge from an NBO analysis.
Cartesian coordinates (Å):
N1 -1.744 2.383 1.705  -0.060
N2 -1.036 2.400 0.856  0.434
O1 1.160 -0.023 0.062  -0.919
O2 -0.399 2.470 -0.106  -0.366
O3 1.382 -2.499 0.362  -0.916
O4 -0.394 -1.556 -1.017  -0.920
S1 1.223 -1.530 -0.678  1.739
H1 0.636 0.647 -0.487  0.510
H2 -0.827 -2.292 -0.697  0.498

Atoms 1-6, force components in eV/Å:
-0.39 -0.19 1.20
-1.56 0.17 0.97
-0.58 -0.10 -1.13
1.94 -0.01 -2.19
0.47 -0.12 0.51
1.82 3.08 -1.73

Results
Multiplicity: 1
Total energy, eV: -22035.191
HOMO-LUMO gap, eV: 11.3

---

Entry from the Open Molecules 2025 dataset: H2N2P2 in the gas phase at a distorted geometry (wB97M-V/def2-TZVPD).

Each line ends with the natural charge from an NBO analysis.
Cartesian coordinates (Å):
N1 -1.289 -0.020 0.757  -1.231
P1 -0.804 -1.289 -0.075  1.164
P2 0.187 0.824 0.778  0.988
N2 0.633 -0.410 -0.429  -1.293
H1 -0.411 1.734 -0.193  -0.055
H2 1.684 -0.839 -0.839  0.427

Force components x, y, z for each atom (eV/Å):
-0.62 -1.01 0.91
0.73 1.26 -0.07
-0.78 0.09 -1.71
3.91 -2.32 -1.48
0.88 0.16 0.53
-4.13 1.81 1.83

Results
Multiplicity: 1
SMILES: N1=P2=[P@H]1N2
Total energy, eV: -21588.823
HOMO-LUMO gap, eV: 9.7

---

Entry from the Open Molecules 2025 dataset: a molecular structure, H2N2P2 at a distorted geometry (wB97M-V/def2-TZVPD).

Each line ends with the natural charge from an NBO analysis.
Cartesian coordinates (Å):
N1 0.115 1.510 -0.315  -1.220
N2 0.179 -0.581 0.496  -1.268
P1 0.938 0.881 0.900  1.180
P2 -0.337 0.047 -1.060  0.993
H1 0.725 -1.812 0.579  0.396
H2 -1.620 -0.045 -0.601  -0.080

Force components x, y, z for each atom (eV/Å):
0.49 1.23 -0.30
3.24 -6.34 0.71
-0.88 -0.29 -0.71
0.82 0.16 0.71
-2.07 5.00 -0.13
-1.59 0.23 -0.28

Results
Multiplicity: 1
Total energy, eV: -21588.034
HOMO-LUMO gap, eV: 9.7

---

Entry from the Open Molecules 2025 dataset: a gas-phase ion, H2N3 (charge +1) at a distorted geometry (wB97M-V/def2-TZVPD).

Each line ends with the natural charge from an NBO analysis.
Cartesian coordinates (Å):
N1 1.244 0.004 0.229  -0.242
N2 -0.125 -0.258 0.125  0.388
N3 -1.191 0.095 0.124  -0.073
H1 1.910 -0.609 -0.235  0.428
H2 -1.838 0.767 -0.242  0.498

Force components x, y, z for each atom (eV/Å):
-7.15 -0.43 0.63
8.24 2.38 -0.63
-0.07 -1.60 1.23
-0.45 -1.08 -0.54
-0.57 0.73 -0.69

Results
Multiplicity: 1
Total charge: +1
SMILES: N=[N+]=N
Total energy, eV: -4489.699
HOMO-LUMO gap (alpha / beta), eV: 9.5 / 9.5

---

Entry from the Open Molecules 2025 dataset: a gas-phase ion, H2N3 (charge +1) at a distorted geometry (wB97M-V/def2-TZVPD).

Each line ends with the natural charge from an NBO analysis.
Cartesian coordinates (Å):
N1 1.250 -0.457 -0.494  -0.207
N2 0.339 -0.095 0.315  0.371
N3 -0.479 0.574 0.809  -0.138
H1 1.351 -1.456 -0.751  0.456
H2 -0.737 0.719 1.911  0.518

Force components x, y, z for each atom (eV/Å):
-3.91 2.12 4.21
3.49 -1.05 -3.38
-0.11 -0.74 1.78
-0.68 0.17 0.28
1.22 -0.50 -2.89

Results
Multiplicity: 1
Total charge: +1
SMILES: N=[N+]=N
Total energy, eV: -4490.835
HOMO-LUMO gap, eV: 10.8

---

Entry from the Open Molecules 2025 dataset: H2N3P3 in the gas phase at a distorted geometry (wB97M-V/def2-TZVPD).

Each line ends with the natural charge from an NBO analysis.
Cartesian coordinates (Å):
N1 1.340 -0.435 0.390  -1.236
N2 -0.813 0.905 -0.515  -1.252
N3 -1.455 -1.089 0.449  -1.248
P1 2.862 0.003 -0.088  0.388
P2 -2.233 0.295 0.194  1.213
P3 -0.126 -0.710 -0.599  1.325
H1 1.165 -0.606 1.376  0.403
H2 -0.740 1.637 -1.206  0.409

Atoms 1-6, force components in eV/Å:
-0.74 -0.63 0.29
-0.72 0.45 -0.21
0.23 0.12 0.17
-0.49 -0.10 -0.22
1.42 -0.67 -0.21
0.21 0.57 0.16

Results
Multiplicity: 1
Total energy, eV: -32367.440
HOMO-LUMO gap (alpha / beta), eV: 6.8 / 6.8

---

Entry from the Open Molecules 2025 dataset: 2 unconnected molecules or ions with the total composition H2N4O at a distorted geometry (wB97M-V/def2-TZVPD).

Each line ends with the natural charge from an NBO analysis.
Cartesian coordinates (Å):
N1 1.226 -2.468 0.330  -0.036
N2 0.240 -1.963 0.235  0.422
N3 -0.141 1.519 -0.034  -0.395
N4 0.960 1.185 -0.357  -0.233
O1 -0.836 -1.479 0.049  -0.386
H1 -0.501 2.475 -0.051  0.321
H2 -0.948 0.730 -0.173  0.307

Atoms 1-6, force components in eV/Å:
0.02 0.14 0.28
-0.43 -0.02 -0.65
-2.94 -2.82 -1.86
1.65 0.19 0.33
0.46 -0.07 0.33
0.06 0.61 0.51

Results
Multiplicity: 1
Total energy, eV: -8035.651
HOMO-LUMO gap, eV: 9.0

---

Calculated relative energy (zero: lowest compared OMol25 entry of this formula, charge and spin), 45.11, 384.23, 520.42, 165.75, 88.86, 160.47, 354.25, 171.53, 335.70, 223.05, 371.39, 258.55, 557.85, 0.00, 61.27, 137.47, 219.30, 109.69, 170.56, 285.84 kJ/mol (same order as the records).